Record 1
Computed, not measured: a structure of composition C49H54FN4O6PSSbY, with ωB97M-V/def2-TZVPD.

Calculated values
Kohn-Sham gap (eV): 4.38
Charge: -2
Highest occupied orbital energy (eV): -0.6

Element x y z (Å)
Y (0.4517, 1.1054, 0.2638)
O (4.7395, -0.2728, 0.0952)
C (3.5724, 0.0348, 0.4010)
N (2.6934, 0.7351, -0.2984)
C (3.0896, 1.0673, -1.6454)
C (2.5745, 2.4269, -2.0213)
C (3.2497, 3.2498, -2.9190)
C (2.7023, 4.4711, -3.2578)
C (1.5005, 4.8538, -2.6828)
C (0.8974, 3.9879, -1.7874)
N (1.4108, 2.7979, -1.4716)
C (3.0418, -0.4084, 1.7544)
C (3.8664, -1.1110, 2.6173)
C (3.3614, -1.5040, 3.8458)
C (2.0659, -1.1500, 4.1864)
C (1.3238, -0.4230, 3.2717)
N (1.7836, -0.0901, 2.0724)
H (2.6320, 0.3456, -2.3426)
H (4.1719, 1.0039, -1.7790)
H (4.1945, 2.9194, -3.3315)
H (3.2118, 5.1249, -3.9566)
H (1.0358, 5.8040, -2.9099)
H (-0.0300, 4.2333, -1.2853)
H (4.8712, -1.3333, 2.2865)
H (3.9715, -2.0797, 4.5326)
H (1.6206, -1.4317, 5.1306)
H (0.3268, -0.0839, 3.5074)
O (-1.2269, -0.0418, 1.4039)
C (-1.6476, -1.0582, 1.9165)
C (-1.2506, -2.1517, 2.6588)
C (-1.4158, -2.1520, 4.1000)
C (-1.2951, -3.3049, 4.8164)
C (-1.0142, -4.5529, 4.2059)
C (-0.8391, -4.5596, 2.8295)
C (-0.9322, -3.4190, 2.0392)
P (-0.7487, -3.3584, 0.2505)
C (-1.3121, -5.0436, -0.2697)
C (-0.5623, -5.9160, -1.0537)
C (-1.1077, -7.1088, -1.5240)
C (-2.4140, -7.4524, -1.2164)
C (-3.1761, -6.5900, -0.4317)
C (-2.6334, -5.4013, 0.0279)
C (1.0550, -3.5078, -0.0711)
C (1.9596, -4.0617, 0.8285)
C (3.3074, -4.1669, 0.4995)
C (3.7664, -3.7080, -0.7267)
C (2.8722, -3.1414, -1.6279)
C (1.5290, -3.0392, -1.2976)
H (-1.6516, -1.2189, 4.6001)
H (-1.4178, -3.2541, 5.8949)
H (-0.9355, -5.4612, 4.7876)
H (-0.6141, -5.5008, 2.3347)
H (0.4642, -5.6680, -1.2973)
H (-0.5016, -7.7700, -2.1326)
H (-2.8389, -8.3789, -1.5843)
H (-4.1990, -6.8458, -0.1807)
H (-3.2332, -4.7313, 0.6350)
H (1.6077, -4.3894, 1.8005)
H (4.0044, -4.5835, 1.2173)
H (4.8212, -3.7566, -0.9668)
H (3.2301, -2.7454, -2.5719)
H (0.8372, -2.5457, -1.9711)
C (-4.2562, 7.4522, -3.2471)
C (-3.8102, 6.1617, -2.6080)
C (-2.9236, 5.3104, -3.2575)
C (-2.4869, 4.1367, -2.6557)
C (-2.9464, 3.7953, -1.3909)
C (-3.8475, 4.6277, -0.7349)
C (-4.2679, 5.8010, -1.3425)
S (-2.3002, 2.3582, -0.5595)
O (-1.6844, 1.5382, -1.6011)
O (-3.4319, 1.8260, 0.1537)
N (-1.0977, 2.8665, 0.2940)
C (-1.3489, 3.5055, 1.5884)
C (-0.0945, 3.4118, 2.4742)
O (-0.0533, 4.1376, 3.4665)
O (0.7895, 2.5634, 2.0966)
H (-4.0453, 7.4546, -4.3171)
H (-3.7394, 8.3082, -2.8052)
H (-5.3272, 7.6127, -3.1110)
H (-2.5685, 5.5664, -4.2508)
H (-1.7966, 3.4714, -3.1608)
H (-4.2212, 4.3379, 0.2392)
H (-4.9686, 6.4496, -0.8260)
H (-2.1797, 3.0268, 2.1161)
H (-1.5993, 4.5643, 1.4693)
F (0.3560, -0.6352, -0.8438)
C (-2.1722, -3.4044, -3.3392)
C (-1.3642, -2.7198, -4.4520)
C (-2.0490, -2.9438, -5.7977)
Sb (-0.9430, -0.6857, -3.7566)
C (0.8217, -0.3055, -4.9822)
C (1.0009, 1.2069, -5.1230)
C (0.9649, -1.0221, -6.3199)
C (-2.3861, 0.5094, -4.8841)
C (-2.4421, 0.4906, -6.4093)
C (-3.7646, 0.2311, -4.2752)
H (-2.2994, -4.4763, -3.5376)
H (-3.1707, -2.9635, -3.2567)
H (-1.7022, -3.3012, -2.3581)
H (-0.3689, -3.1798, -4.4776)
H (-3.0760, -2.5710, -5.7724)
H (-2.1056, -4.0176, -6.0238)
H (-1.5389, -2.4577, -6.6288)
H (1.6171, -0.6728, -4.3233)
H (0.2324, 1.6402, -5.7694)
H (1.9765, 1.4575, -5.5584)
H (0.9360, 1.7174, -4.1568)
H (0.2071, -0.7029, -7.0384)
H (0.8832, -2.1055, -6.2138)
H (1.9459, -0.8099, -6.7676)
H (-2.0918, 1.5182, -4.5707)
H (-2.7547, -0.4787, -6.7951)
H (-1.4828, 0.7356, -6.8666)
H (-3.1717, 1.2303, -6.7688)
H (-4.1098, -0.7775, -4.5253)
H (-4.5150, 0.9362, -4.6545)
H (-3.7478, 0.3168, -3.1858)

---

Record 2
Computed, not measured: a structure of composition C28H43IN6PZr, with ωB97M-V/def2-TZVPD.

Calculated values
Kohn-Sham gap (eV): 8.15
Charge: +1
Highest occupied orbital energy (eV): -10.8

Element x y z (Å)
Zr (-2.1011, 0.5294, 0.8860)
C (-1.6892, -0.4626, 4.0469)
N (-2.2215, -0.7823, 2.7081)
C (-2.7267, -1.9459, 2.4890)
C (-3.1626, -2.2770, 1.1890)
C (-3.8313, -3.3966, 0.7199)
C (-4.0761, -3.1721, -0.6383)
C (-3.5305, -1.9345, -0.9397)
N (-2.9534, -1.3653, 0.1508)
C (-0.5621, -1.3848, 4.4364)
C (-0.7661, -2.4182, 5.3404)
C (0.2654, -3.2986, 5.6458)
C (1.5053, -3.1478, 5.0464)
C (1.7171, -2.1096, 4.1458)
C (0.6903, -1.2306, 3.8426)
H (-2.5018, -0.5109, 4.7750)
H (-1.3356, 0.5692, 4.0214)
H (-2.8190, -2.6774, 3.2905)
H (-4.1160, -4.2561, 1.3062)
H (-4.5910, -3.8233, -1.3249)
H (-3.5486, -1.4362, -1.8919)
H (-1.7314, -2.5303, 5.8217)
H (0.0996, -4.0970, 6.3570)
H (2.3094, -3.8306, 5.2872)
H (2.6902, -1.9811, 3.6883)
H (0.8460, -0.4194, 3.1401)
N (-0.1691, 0.6564, 1.0286)
P (0.4060, 0.6534, -0.4322)
N (1.5053, 1.8375, -0.6918)
C (1.5149, 3.0096, 0.2107)
C (1.7186, 4.2948, -0.5782)
C (2.9642, 4.2108, -1.4881)
C (3.6482, 2.8517, -1.3690)
C (2.6628, 1.7154, -1.5990)
N (0.9845, -0.8167, -0.8709)
C (1.5928, -1.2013, -2.1495)
C (2.9448, -1.9009, -1.9278)
C (2.9864, -2.5687, -0.5518)
C (1.6072, -3.1308, -0.2359)
C (0.6043, -1.9901, -0.0380)
N (-1.0572, 0.9672, -1.3714)
C (-1.3268, 2.3992, -1.6838)
C (-0.6790, 2.8710, -2.9780)
C (-1.1500, 2.0153, -4.1467)
C (-0.8296, 0.5539, -3.8576)
C (-1.4216, 0.1123, -2.5245)
H (2.3029, 2.8884, 0.9580)
H (0.5789, 3.0309, 0.7633)
H (1.8053, 5.1222, 0.1272)
H (0.8273, 4.4907, -1.1773)
H (3.6747, 4.9985, -1.2397)
H (2.6774, 4.3731, -2.5299)
H (4.1133, 2.7416, -0.3872)
H (4.4496, 2.7612, -2.1030)
H (3.1612, 0.7603, -1.4353)
H (2.3311, 1.7513, -2.6440)
H (1.7155, -0.3292, -2.7822)
H (0.9061, -1.8744, -2.6743)
H (3.7697, -1.1946, -2.0357)
H (3.0738, -2.6526, -2.7092)
H (3.2613, -1.8384, 0.2144)
H (3.7453, -3.3502, -0.5342)
H (1.6185, -3.7400, 0.6682)
H (1.2878, -3.7855, -1.0511)
H (0.5992, -1.6751, 1.0027)
H (-0.4091, -2.3231, -0.2895)
H (-1.0183, 3.0082, -0.8347)
H (-2.4117, 2.5081, -1.7772)
H (0.4085, 2.8159, -2.8887)
H (-0.9344, 3.9219, -3.1305)
H (-0.6774, 2.3322, -5.0765)
H (-2.2296, 2.1407, -4.2797)
H (0.2525, 0.4157, -3.8604)
H (-1.2296, -0.0976, -4.6372)
H (-1.1607, -0.9179, -2.2892)
H (-2.5098, 0.1664, -2.6106)
I (-4.8358, 1.5117, 1.9293)
C (-3.1401, 2.5420, 1.0469)
H (-3.5515, 3.0759, 0.1931)
H (-2.8181, 3.2712, 1.7895)

---

Record 3
Computed, not measured: a structure of composition C14H36BN4O28S5 in a non-equilibrium geometry, with ωB97M-V/def2-TZVPD.

Calculated values
Kohn-Sham gap (eV): 7.35
Charge: +3
Highest occupied orbital energy (eV): -15.4

Element x y z (Å)
N (0.8387, 2.5467, 4.2385)
H (0.1767, 2.9642, 3.6001)
H (0.5244, 2.1382, 5.1071)
H (1.3691, 3.3415, 4.5656)
H (1.3263, 1.7547, 3.8448)
N (-2.0428, -5.2866, 1.6370)
H (-2.8217, -5.8179, 1.2749)
H (-1.2680, -5.8610, 1.9366)
H (-2.3209, -4.5743, 2.2970)
H (-1.6851, -4.7671, 0.8482)
N (-0.8574, -3.6963, -4.6139)
H (-0.0870, -3.2879, -5.1234)
H (-0.7907, -4.7038, -4.5883)
H (-1.7372, -3.3055, -4.9195)
H (-0.6785, -3.2626, -3.7195)
N (-5.5748, 1.1278, 0.1090)
H (-5.4572, 0.7978, -0.8383)
H (-6.5084, 1.4954, 0.2252)
H (-4.9291, 1.8687, 0.3419)
H (-5.3184, 0.3383, 0.6843)
O (-0.2158, 2.7607, 1.7110)
C (-0.5970, 1.9500, 0.8780)
O (0.1213, 1.0650, 0.1735)
B (-0.7862, 0.0081, -0.3450)
O (-2.0859, 0.6946, -0.4085)
C (-2.0631, 1.7982, 0.3604)
O (-3.0523, 2.4904, 0.6483)
O (-0.3157, -0.4712, -1.5944)
C (-0.3474, -1.7779, -1.6351)
O (0.0507, -2.3581, -2.5726)
C (-0.6115, -2.3579, -0.2181)
O (-0.9767, -1.2758, 0.4971)
O (-0.7558, -3.5770, 0.0590)
C (-3.2515, 4.5203, 4.6185)
C (-3.1327, 4.9068, 3.0856)
O (-2.3578, 6.0626, 3.1214)
S (-1.3129, 6.0209, 4.4118)
O (-1.5706, 7.2159, 5.2362)
O (0.0988, 5.6955, 3.9714)
O (-1.9580, 4.7180, 5.1037)
H (-3.5655, 3.4936, 4.8066)
H (-4.0699, 5.0999, 5.0456)
H (-4.0407, 5.1203, 2.5215)
H (-2.5954, 4.1660, 2.4935)
C (0.7206, -7.8930, -3.2188)
C (1.9607, -6.9455, -3.0817)
O (1.5032, -5.8161, -2.4569)
S (0.1086, -5.9737, -1.6274)
O (-0.8979, -5.0985, -2.2387)
O (0.4249, -6.0636, -0.1850)
O (-0.1492, -7.5186, -2.1772)
H (0.9045, -8.9368, -2.9643)
H (0.2765, -7.8115, -4.2109)
H (2.1543, -6.7195, -4.1302)
H (2.7256, -7.5259, -2.5657)
C (3.6738, -4.3537, 1.1098)
C (2.4256, -3.5015, 0.6768)
O (2.4160, -3.6671, -0.7040)
S (3.9421, -3.6520, -1.4044)
O (4.4195, -2.3171, -1.7050)
O (4.0869, -4.6907, -2.3789)
O (4.5613, -4.1218, 0.0771)
H (3.3916, -5.3922, 1.2833)
H (4.0202, -3.9966, 2.0796)
H (2.5157, -2.4322, 0.8678)
H (1.4766, -3.7920, 1.1274)
C (-1.9494, 5.4393, -0.8258)
C (-1.8353, 6.6852, -1.7477)
O (-0.4322, 6.9566, -1.8287)
S (0.5088, 5.6064, -1.5295)
O (1.4763, 5.9168, -0.4566)
O (1.0284, 5.1612, -2.8418)
O (-0.7524, 4.7375, -0.9618)
H (-2.7968, 4.7576, -0.8983)
H (-2.1265, 5.6859, 0.2211)
H (-2.3595, 7.5568, -1.3557)
H (-2.1546, 6.4179, -2.7551)
C (2.8432, 2.6670, -1.0002)
C (3.1455, 1.2891, -0.3832)
O (4.5550, 1.0021, -0.4551)
S (5.2842, 2.4027, -0.3434)
O (6.4248, 2.4271, -1.2522)
O (5.4232, 2.8041, 1.0465)
O (4.1158, 3.2661, -1.0467)
H (2.2144, 3.2061, -0.2916)
H (2.4892, 2.6987, -2.0306)
H (2.5688, 0.5870, -0.9853)
H (2.9015, 1.1693, 0.6723)

---

- Which of these has the highest highest occupied orbital energy?
  C49H54FN4O6PSSbY

---

- Look up the charge of the second one.
  +1

---

- What is the charge in the second record?
  +1

---

- Which formula does entry 2 have?
  C28H43IN6PZr